Record 1
Below is a structure of composition C40H44BN8Pt, with properties calculated with ωB97M-V/def2-TZVPD.

Atoms and positions in Å:
Pt1 11.072 10.575 12.176
B1 9.953 12.495 12.332
H1 9.309 13.347 12.485
H2 9.351 11.644 12.054
H3 10.651 12.632 11.521
H4 10.444 12.352 13.282
N1 6.283 12.334 16.203
C1 6.773 12.790 14.932
C2 6.678 11.932 13.807
C3 6.207 10.644 13.921
C4 5.785 10.181 15.178
C5 5.824 11.067 16.284
H5 7.101 13.812 14.815
H6 7.046 12.256 12.844
H7 6.124 9.991 13.065
H8 5.414 9.169 15.229
H9 5.499 10.703 17.248
N2 10.816 10.100 14.454
C6 9.590 10.266 15.015
C7 9.261 9.717 16.249
C8 10.186 8.961 16.957
C9 11.477 8.883 16.467
C10 11.747 9.487 15.244
H10 8.821 10.721 14.408
H11 8.317 9.856 16.755
H12 10.034 8.461 17.902
H13 12.232 8.385 17.057
H14 12.739 9.466 14.820
N3 12.828 16.655 9.554
C11 11.846 15.946 10.250
C12 10.507 16.254 10.198
C13 10.143 17.346 9.455
C14 11.091 18.135 8.743
C15 12.408 17.727 8.877
H15 12.243 15.119 10.820
H16 9.772 15.604 10.648
H17 9.097 17.600 9.371
H18 10.741 18.915 8.083
H19 13.205 18.287 8.410
N4 11.281 10.717 9.848
C16 11.586 9.581 9.079
C17 12.018 9.585 7.739
C18 11.962 10.775 7.029
C19 11.526 11.922 7.684
C20 11.064 11.806 9.002
H20 11.477 8.674 9.655
H21 12.274 8.699 7.177
H22 12.155 10.823 5.967
H23 11.422 12.860 7.160
H24 10.436 12.616 9.344
N5 9.034 9.253 11.768
C21 8.792 8.094 12.407
C22 7.607 7.392 12.289
C23 6.654 7.889 11.400
C24 6.972 9.049 10.612
C25 8.053 9.743 10.922
H25 9.536 7.707 13.088
H26 7.338 6.498 12.831
H27 5.709 7.372 11.329
H28 6.382 9.402 9.779
H29 8.191 10.649 10.352
N6 7.922 12.837 8.597
C26 7.659 13.496 9.745
C27 7.352 14.805 9.804
C28 7.276 15.519 8.624
C29 7.473 14.878 7.427
C30 7.895 13.555 7.449
H30 7.792 12.953 10.669
H31 7.194 15.366 10.713
H32 6.967 16.550 8.701
H33 7.368 15.402 6.488
H34 8.087 12.960 6.569
N7 8.845 17.647 12.788
C31 8.964 16.323 13.130
C32 10.145 15.841 13.661
C33 11.258 16.664 13.884
C34 11.144 17.987 13.583
C35 9.958 18.438 13.017
H35 8.112 15.685 12.947
H36 10.289 14.779 13.794
H37 12.234 16.334 14.205
H38 11.949 18.706 13.624
H39 9.756 19.494 12.917
N8 13.035 11.591 12.623
C36 14.226 11.277 11.948
C37 15.370 12.072 11.864
C38 15.362 13.163 12.749
C39 14.241 13.530 13.419
C40 13.098 12.732 13.397
H40 14.179 10.357 11.384
H41 16.242 11.780 11.297
H42 16.217 13.808 12.888
H43 14.281 14.384 14.079
H44 12.270 13.030 14.023

Computed properties:
* charge: +1
* gap between HOMO and LUMO (spin up / spin down): 0.311 / 0.264 hartree
* energy: -2132.38357 Ha
* <S²>: 2.00
* spin multiplicity: 3

Now the Mulliken charges, all in e: 2.424, 3.151, -0.396, -1.508, -0.483, -0.676, -0.576, -0.450, 0.087, -0.278, -0.438, -0.460, 0.412, 0.474, 0.477, 0.397, 0.442, -0.072, -0.339, -0.548, -0.707, -0.597, -0.409, 0.609, 0.345, 0.419, 0.444, 0.416, -0.543, -0.957, 0.684, -0.268, -0.594, -0.404, 0.812, 0.086, 0.338, 0.417, 0.402, -0.141, -0.408, -0.774, -0.229, -0.879, 0.122, 0.502, 0.400, 0.413, 0.501, 0.136, 0.152, -0.471, -0.576, -0.599, -0.539, -0.717, 0.413, 0.473, 0.410, 0.492, 0.498, -0.404, 0.147, -0.693, -0.226, -0.722, -0.468, 0.422, 0.320, 0.573, 0.413, 0.492, -0.574, -0.436, 0.379, -0.396, -0.525, -0.350, 0.571, 0.152, 0.314, 0.421, 0.428, -0.132, -0.215, -0.954, -0.255, -0.807, 0.237, 0.435, 0.453, 0.404, 0.383, 0.299



Record 2
Below is a structure of composition C40H45AsCl5N2PPtSSeSi, with properties calculated with ωB97M-V/def2-TZVPD.

Atoms and positions in Å:
Pt1 -0.492 1.573 0.171
C1 0.371 -1.842 -0.168
C2 0.109 -2.082 -1.646
As1 1.130 -3.591 -2.429
C3 2.847 -3.255 -1.554
C4 3.151 -3.621 -0.244
C5 4.381 -3.297 0.309
C6 5.325 -2.609 -0.443
C7 5.035 -2.248 -1.749
C8 3.802 -2.574 -2.300
C9 0.464 -5.028 -1.286
C10 -0.814 -5.007 -0.739
C11 -1.292 -6.089 -0.010
C12 -0.499 -7.211 0.175
C13 0.773 -7.250 -0.384
C14 1.246 -6.170 -1.113
P1 -0.715 -0.586 0.619
C15 -2.331 -1.345 0.280
C16 -3.138 -0.768 -0.694
C17 -4.330 -1.372 -1.070
C18 -4.728 -2.553 -0.462
C19 -3.927 -3.137 0.511
C20 -2.728 -2.543 0.875
C21 -0.372 -0.883 2.375
C22 0.961 -0.933 2.780
C23 1.279 -1.112 4.118
C24 0.269 -1.243 5.059
C25 -1.060 -1.182 4.661
C26 -1.381 -0.992 3.327
H1 1.411 -1.570 -0.009
H2 0.182 -2.747 0.419
H3 0.355 -1.200 -2.238
H4 -0.942 -2.303 -1.849
H5 2.421 -4.153 0.355
H6 4.605 -3.584 1.329
H7 6.286 -2.360 -0.011
H8 5.764 -1.711 -2.341
H9 3.583 -2.290 -3.323
H10 -1.459 -4.149 -0.879
H11 -2.290 -6.052 0.411
H12 -0.869 -8.053 0.744
H13 1.397 -8.125 -0.253
H14 2.239 -6.213 -1.547
H15 -2.817 0.159 -1.153
H16 -4.950 -0.913 -1.830
H17 -5.662 -3.021 -0.745
H18 -4.237 -4.058 0.988
H19 -2.104 -3.012 1.627
H20 1.756 -0.810 2.054
H21 2.317 -1.142 4.423
H22 0.516 -1.381 6.104
H23 -1.850 -1.264 5.396
H24 -2.418 -0.906 3.030
C27 5.098 4.527 0.905
C28 4.255 3.501 0.166
N1 3.268 4.133 -0.698
C29 1.934 4.133 -0.521
S1 1.220 3.466 0.865
N2 1.230 4.721 -1.504
C30 -0.165 5.131 -1.417
C31 -0.316 6.550 -0.890
H25 5.828 4.025 1.541
H26 4.467 5.155 1.533
H27 5.644 5.169 0.211
H28 3.709 2.875 0.867
H29 4.876 2.845 -0.448
H30 3.626 4.587 -1.525
H31 1.753 5.104 -2.277
H32 -0.678 4.436 -0.755
H33 -0.602 5.027 -2.410
H34 0.122 6.629 0.105
H35 -1.372 6.812 -0.820
H36 0.172 7.271 -1.548
Cl1 2.867 0.785 -0.563
C32 1.823 1.185 -1.894
C33 0.474 1.436 -1.646
C34 -0.279 1.820 -2.758
Cl2 -1.975 2.150 -2.531
C35 0.251 1.954 -4.036
Cl3 -0.736 2.443 -5.359
C36 1.606 1.699 -4.239
Cl4 2.294 1.869 -5.808
C37 2.395 1.316 -3.160
Cl5 4.082 1.050 -3.400
C38 -4.965 1.049 2.534
Si1 -4.045 2.488 1.750
C39 -4.513 4.080 2.623
C40 -4.605 2.644 -0.032
Se1 -1.828 2.225 2.158
H37 -6.036 1.252 2.620
H38 -4.570 0.844 3.530
H39 -4.838 0.147 1.928
H40 -5.598 4.164 2.729
H41 -4.152 4.941 2.057
H42 -4.065 4.126 3.617
H43 -5.690 2.786 -0.037
H44 -4.385 1.754 -0.614
H45 -4.150 3.506 -0.524

Computed properties:
* charge: 0
* gap between HOMO and LUMO: 0.260 hartree
* energy: -9747.40924 Ha
* energy above the lowest of the compared OMol25 structures with the same formula, charge and spin: 0.000 eV

Now the Mulliken charges, all in e: 2.401, -0.696, -1.156, 0.272, -0.032, 0.227, -0.707, -0.505, -0.593, -0.390, 0.092, -0.154, -0.561, -0.596, -0.547, -0.401, -0.430, 1.618, -0.036, -0.481, -0.793, -0.748, -0.988, 0.422, -0.667, -0.681, -0.681, -0.720, -0.224, 0.460, 0.707, -0.028, 0.606, 0.377, 0.427, 0.417, 0.423, 0.365, 0.465, 0.413, 0.385, 0.389, 0.423, -0.388, 0.434, 0.415, 0.477, 0.566, 0.300, 0.466, 0.390, 0.450, 0.397, -1.362, -0.430, -0.035, 0.235, -0.274, -0.001, 0.066, -1.371, 0.384, 0.294, 0.365, 0.315, 0.372, 0.208, 0.230, -0.213, 0.338, 0.295, 0.402, 0.369, 0.043, 1.254, -3.423, 1.275, -0.222, 0.064, -0.202, 0.185, -0.203, 0.005, -0.158, -0.880, 0.668, -1.114, -0.769, -0.628, 0.436, 0.248, 0.100, 0.319, 0.236, 0.307, 0.404, 0.065, 0.220



energy of number 1 (C40H44BN8Pt)? -2132.38357 Ha



What is the formula in the second record? C40H45AsCl5N2PPtSSeSi



Which of these has the highest charge? C40H44BN8Pt



Number 1 is which compound? C40H44BN8Pt